{"formula": "C40H49F4N2O2S", "method": "ωB97M-V/def2-TZVPD", "symbols": ["C", "C", "S", "C", "C", "C", "N", "C", "C", "C", "C", "C", "C", "C", "C", "O", "C", "C", "O", "C", "N", "H", "H", "H", "H", "H", "H", "H", "H", "H", "H", "H", "H", "H", "H", "H", "H", "H", "H", "H", "H", "H", "H", "H", "H", "H", "H", "H", "H", "H", "F", "C", "C", "C", "C", "C", "C", "H", "H", "H", "H", "H", "F", "C", "C", "C", "C", "C", "C", "H", "H", "H", "H", "H", "F", "C", "C", "C", "C", "C", "C", "H", "H", "H", "H", "H", "F", "C", "C", "C", "C", "C", "C", "H", "H", "H", "H", "H"], "positions_angstrom": [[2.957, 7.990, -3.441], [2.226, 7.457, -2.115], [1.751, 5.633, -2.228], [0.330, 5.508, -1.041], [-0.120, 4.019, -0.698], [0.646, 2.788, -0.182], [-0.420, 1.812, -0.064], [-0.299, 0.408, 0.437], [0.745, -0.508, -0.363], [0.955, -1.854, 0.535], [2.385, -1.878, 1.310], [3.221, -3.117, 0.697], [4.473, -3.446, 1.664], [5.768, -3.671, 0.723], [6.854, -2.484, 0.856], [8.120, -3.085, 1.260], [8.842, -2.187, 2.107], [9.967, -1.274, 1.414], [8.628, -2.084, 3.336], [-1.735, 2.299, -0.441], [-1.540, 3.688, -0.844], [4.052, 7.669, -3.477], [2.389, 7.736, -4.403], [2.958, 9.145, -3.364], [1.298, 8.131, -1.959], [2.911, 7.551, -1.187], [-0.617, 6.059, -1.419], [0.649, 6.039, -0.067], [1.755, 2.740, 0.054], [-1.337, -0.085, 0.294], [-0.122, 0.457, 1.571], [1.770, -0.040, -0.538], [0.218, -0.860, -1.320], [0.804, -2.816, -0.088], [0.150, -1.893, 1.365], [2.174, -2.037, 2.427], [2.891, -0.864, 1.169], [3.506, -2.863, -0.380], [2.538, -4.051, 0.678], [4.623, -2.594, 2.430], [4.229, -4.434, 2.198], [5.458, -3.798, -0.383], [6.281, -4.652, 1.035], [6.521, -1.671, 1.597], [7.011, -1.967, -0.155], [10.333, -1.811, 0.463], [10.838, -1.156, 2.139], [9.487, -0.289, 1.083], [-2.735, 1.714, -0.399], [-2.243, 4.377, -1.153], [-4.871, 1.948, -0.397], [-5.489, 3.144, -0.357], [-5.177, 4.038, 0.656], [-5.812, 5.276, 0.694], [-6.758, 5.600, -0.275], [-7.067, 4.692, -1.284], [-6.425, 3.459, -1.329], [-4.444, 3.764, 1.407], [-5.570, 5.986, 1.478], [-7.256, 6.564, -0.242], [-7.807, 4.945, -2.036], [-6.646, 2.744, -2.113], [4.845, -4.723, 7.718], [5.671, -5.007, 6.698], [6.347, -3.977, 6.061], [7.207, -4.272, 5.008], [7.372, -5.593, 4.596], [6.684, -6.618, 5.239], [5.833, -6.325, 6.300], [6.199, -2.955, 6.391], [7.747, -3.473, 4.507], [8.040, -5.822, 3.771], [6.811, -7.646, 4.915], [5.297, -7.111, 6.818], [-1.368, -2.845, -2.131], [-2.456, -2.102, -2.393], [-3.602, -2.282, -1.634], [-4.727, -1.508, -1.902], [-4.696, -0.571, -2.933], [-3.542, -0.403, -3.692], [-2.412, -1.169, -3.417], [-3.610, -3.021, -0.841], [-5.627, -1.635, -1.309], [-5.576, 0.029, -3.143], [-3.521, 0.324, -4.497], [-1.502, -1.044, -3.992], [-8.383, 1.222, -3.841], [-8.925, 0.109, -3.317], [-10.113, 0.198, -2.609], [-10.675, -0.956, -2.071], [-10.038, -2.183, -2.240], [-8.843, -2.259, -2.949], [-8.286, -1.108, -3.496], [-10.590, 1.162, -2.481], [-11.609, -0.899, -1.521], [-10.475, -3.082, -1.816], [-8.345, -3.215, -3.076], [-7.361, -1.150, -4.059]], "multiplicity": 1, "orbital_gap_ev": 7.070, "max_force_ev_per_a": 6.4, "charge": 1}

{"formula": "C31H44AgBN4O", "method": "ωB97M-V/def2-TZVPD", "symbols": ["Ag", "N", "C", "N", "C", "C", "O", "C", "C", "H", "H", "H", "H", "H", "H", "H", "H", "C", "C", "C", "C", "C", "C", "C", "C", "C", "C", "C", "C", "N", "B", "N", "C", "C", "C", "C", "C", "C", "C", "C", "C", "C", "C", "C", "C", "C", "H", "H", "H", "H", "H", "H", "H", "H", "H", "H", "H", "H", "H", "H", "H", "H", "H", "H", "H", "H", "H", "H", "H", "H", "H", "H", "H", "H", "H", "H", "H", "H", "H", "H", "H", "H"], "positions_angstrom": [[-0.702, 0.545, 0.047], [-1.943, 2.241, 1.967], [-1.963, 2.450, 0.644], [-3.089, 2.776, -0.002], [-4.362, 3.262, 0.515], [-4.347, 4.794, 0.452], [-4.204, 5.239, -0.876], [-3.009, 4.746, -1.441], [-2.951, 3.214, -1.381], [-4.542, 2.938, 1.534], [-5.172, 2.888, -0.122], [-3.515, 5.177, 1.067], [-5.290, 5.212, 0.807], [-2.143, 5.155, -0.895], [-2.985, 5.098, -2.473], [-1.998, 2.868, -1.779], [-3.773, 2.795, -1.976], [1.998, -1.641, -2.120], [1.943, -2.476, -0.841], [3.238, -3.267, -0.637], [0.763, -3.422, -0.839], [0.658, -4.374, -1.845], [-0.355, -5.313, -1.844], [-1.298, -5.292, -0.837], [-1.237, -4.350, 0.180], [-2.287, -4.380, 1.269], [-2.113, -5.636, 2.131], [-3.702, -4.326, 0.692], [-0.185, -3.420, 0.194], [-0.033, -2.554, 1.302], [-0.165, -1.115, 1.435], [0.067, -0.934, 2.870], [0.329, -2.161, 3.456], [0.265, -3.124, 2.524], [0.247, 0.211, 3.680], [1.546, 0.570, 4.083], [1.737, 1.681, 4.891], [0.668, 2.429, 5.341], [-0.609, 2.063, 4.969], [-0.842, 0.967, 4.145], [-2.274, 0.656, 3.769], [-3.121, 0.366, 5.008], [-2.891, 1.843, 2.994], [2.745, -0.269, 3.712], [3.886, 0.561, 3.118], [3.213, -1.014, 4.967], [2.878, -1.005, -2.114], [1.115, -1.005, -2.186], [2.040, -2.264, -3.009], [1.830, -1.781, -0.004], [3.443, -3.920, -1.482], [3.168, -3.881, 0.259], [4.079, -2.586, -0.524], [1.401, -4.400, -2.628], [-0.397, -6.069, -2.615], [-2.084, -6.032, -0.832], [-2.156, -3.501, 1.906], [-2.394, -6.529, 1.578], [-2.732, -5.575, 3.024], [-1.077, -5.748, 2.440], [-3.914, -5.193, 0.074], [-3.829, -3.435, 0.081], [-4.432, -4.305, 1.499], [0.527, -2.255, 4.506], [0.436, -4.179, 2.630], [2.736, 1.968, 5.173], [0.815, 3.290, 5.977], [-1.446, 2.638, 5.340], [-2.271, -0.217, 3.107], [-3.141, 1.233, 5.665], [-2.717, -0.473, 5.570], [-4.146, 0.131, 4.728], [-3.096, 2.678, 3.680], [-3.828, 1.498, 2.557], [-1.006, 2.077, 2.316], [2.437, -1.001, 2.963], [4.397, 1.141, 3.885], [3.516, 1.251, 2.362], [4.619, -0.097, 2.654], [3.698, -0.336, 5.667], [3.910, -1.806, 4.709], [2.363, -1.458, 5.476]], "multiplicity": 1, "orbital_gap_ev": 7.811, "max_force_ev_per_a": 0.8, "charge": 0}

{"formula": "C43H49N6O4Se2Tl", "method": "ωB97M-V/def2-TZVPD", "symbols": ["Tl", "C", "C", "C", "C", "C", "C", "C", "C", "C", "C", "C", "C", "N", "C", "O", "C", "C", "C", "C", "C", "N", "C", "O", "N", "C", "C", "C", "C", "C", "C", "C", "C", "C", "C", "C", "C", "H", "H", "H", "H", "H", "H", "H", "H", "H", "H", "H", "H", "H", "H", "H", "H", "H", "H", "H", "H", "H", "H", "H", "H", "H", "H", "H", "H", "H", "H", "H", "H", "H", "H", "H", "H", "H", "N", "C", "C", "O", "O", "H", "H", "H", "H", "Se", "Se", "C", "C", "C", "C", "C", "N", "C", "C", "C", "C", "C", "N", "H", "H", "H", "H", "H", "H", "H", "H"], "positions_angstrom": [[-0.254, 0.390, 0.401], [4.201, 1.629, -3.042], [3.625, 1.666, -1.621], [4.753, 1.635, -0.588], [2.761, 2.894, -1.506], [3.400, 4.106, -1.300], [2.698, 5.293, -1.294], [1.352, 5.256, -1.593], [0.666, 4.070, -1.809], [-0.804, 4.244, -2.132], [-1.607, 4.031, -0.844], [-1.284, 3.419, -3.325], [1.356, 2.839, -1.696], [0.707, 1.602, -1.720], [0.766, 0.756, -2.750], [1.202, 1.030, -3.866], [0.132, -0.613, -2.546], [-0.408, -1.321, -3.615], [-1.043, -2.530, -3.354], [-1.137, -2.996, -2.054], [-0.542, -2.251, -1.039], [0.091, -1.120, -1.321], [-0.595, -2.735, 0.396], [-1.098, -3.832, 0.609], [-0.090, -1.931, 1.334], [0.323, -2.327, 2.589], [1.318, -3.334, 2.743], [1.730, -3.685, 4.018], [1.261, -3.041, 5.148], [0.308, -2.054, 5.007], [-0.187, -1.700, 3.761], [-1.353, -0.753, 3.701], [-1.331, 0.337, 4.774], [-2.642, -1.578, 3.804], [1.916, -4.106, 1.587], [3.410, -4.395, 1.794], [1.187, -5.442, 1.399], [4.792, 0.727, -3.195], [3.391, 1.641, -3.767], [4.830, 2.499, -3.221], [2.995, 0.786, -1.481], [5.548, 2.328, -0.856], [4.374, 1.899, 0.402], [5.193, 0.640, -0.541], [4.467, 4.126, -1.149], [3.197, 6.232, -1.108], [0.806, 6.186, -1.668], [-0.951, 5.293, -2.425], [-1.273, 3.130, -0.334], [-1.434, 4.869, -0.169], [-2.677, 3.978, -1.044], [-1.053, 2.366, -3.226], [-2.358, 3.546, -3.464], [-0.787, 3.776, -4.225], [-0.336, -0.925, -4.615], [-1.482, -3.094, -4.163], [-1.652, -3.910, -1.804], [2.445, -4.484, 4.138], [1.621, -3.327, 6.126], [-0.086, -1.576, 5.890], [-1.357, -0.274, 2.719], [-1.512, -0.063, 5.769], [-0.372, 0.863, 4.786], [-2.116, 1.063, 4.569], [-2.667, -2.139, 4.737], [-3.509, -0.923, 3.765], [-2.706, -2.273, 2.972], [1.799, -3.516, 0.670], [3.552, -5.259, 2.439], [3.879, -4.619, 0.837], [3.923, -3.548, 2.244], [1.268, -6.045, 2.300], [0.135, -5.271, 1.194], [1.623, -5.991, 0.566], [-2.250, 0.916, -1.372], [-3.551, 0.398, -1.040], [-3.476, -0.687, 0.132], [-4.370, -1.504, 0.151], [-2.518, -0.524, 0.917], [-2.261, 1.907, -1.573], [-1.854, 0.430, -2.168], [-4.052, -0.096, -1.876], [-4.189, 1.198, -0.652], [1.893, 0.933, 3.078], [1.633, 2.901, 1.857], [-0.211, 3.225, 2.335], [-0.610, 4.398, 2.959], [-1.957, 4.547, 3.249], [-2.844, 3.524, 2.943], [-2.348, 2.386, 2.331], [-1.067, 2.272, 2.031], [2.881, -0.180, 1.863], [4.117, -0.675, 2.261], [4.799, -1.485, 1.371], [4.217, -1.773, 0.143], [2.975, -1.234, -0.146], [2.335, -0.439, 0.697], [0.113, 5.160, 3.206], [-2.312, 5.449, 3.719], [-3.892, 3.611, 3.175], [-2.957, 1.533, 2.061], [4.520, -0.416, 3.229], [5.769, -1.885, 1.629], [4.711, -2.414, -0.569], [2.479, -1.429, -1.088]], "multiplicity": 1, "orbital_gap_ev": 5.520, "max_force_ev_per_a": 2.6, "charge": 0}

{"formula": "C31H52BeNOSi4", "method": "ωB97M-V/def2-TZVPD", "symbols": ["C", "C", "C", "H", "C", "C", "H", "C", "C", "C", "H", "C", "C", "H", "H", "H", "H", "H", "H", "Be", "C", "C", "C", "H", "H", "H", "H", "H", "H", "C", "C", "H", "H", "O", "N", "C", "H", "C", "C", "H", "C", "H", "C", "H", "C", "H", "C", "H", "H", "H", "C", "Si", "C", "C", "Si", "Si", "C", "C", "C", "Si", "C", "C", "C", "H", "H", "H", "H", "H", "H", "H", "H", "H", "H", "H", "H", "H", "H", "H", "H", "H", "H", "H", "H", "H", "H", "H", "H", "H", "H", "H"], "positions_angstrom": [[2.728, -0.752, 0.484], [2.706, -1.473, -0.759], [2.203, -0.577, -1.769], [3.031, -2.503, -0.912], [1.974, 0.691, -1.161], [2.306, 0.584, 0.209], [1.693, 1.601, -1.676], [-0.908, -2.411, 0.942], [0.248, -3.075, 0.431], [0.133, -3.070, -1.004], [0.965, -3.645, 1.018], [-1.051, -2.353, -1.359], [-1.652, -1.908, -0.151], [2.164, -0.792, -2.834], [2.274, 1.409, 0.915], [3.023, -1.152, 1.451], [-2.564, -1.321, -0.107], [0.769, -3.607, -1.712], [-1.198, -2.333, 1.986], [0.974, -1.224, -0.134], [-1.591, -2.121, -2.741], [-3.108, -2.382, -2.731], [-0.909, -3.049, -3.753], [-3.276, -3.410, -2.389], [-3.499, -2.251, -3.741], [-3.625, -1.685, -2.064], [-1.087, -4.087, -3.456], [0.165, -2.859, -3.811], [-1.347, -2.874, -4.736], [-1.269, -0.637, -3.090], [-1.785, -0.134, -4.431], [-0.171, -0.515, -3.080], [-1.668, 0.051, -2.318], [-2.702, -0.663, -5.067], [-1.173, 0.987, -4.927], [-0.014, 1.692, -4.378], [-1.604, 1.379, -5.759], [1.319, 1.096, -4.826], [2.503, 1.740, -4.445], [2.425, 2.654, -3.847], [3.738, 1.217, -4.821], [4.647, 1.720, -4.496], [3.786, 0.064, -5.610], [4.746, -0.332, -5.919], [2.610, -0.573, -6.012], [2.629, -1.469, -6.630], [1.372, -0.053, -5.624], [0.439, -0.521, -5.953], [-0.077, 1.699, -3.273], [-0.082, 2.747, -4.696], [-3.826, 0.338, 2.220], [-2.421, 0.023, 3.442], [-2.707, 1.084, 4.980], [-2.515, -1.772, 4.051], [-0.375, 0.578, 2.433], [-0.251, 2.888, 2.031], [-0.715, 3.679, 3.689], [1.388, 3.697, 1.539], [-1.512, 3.274, 0.675], [1.266, -0.186, 3.918], [0.675, 0.199, 5.675], [1.502, -2.060, 3.804], [2.924, 0.704, 3.718], [-4.783, 0.164, 2.731], [-3.797, -0.328, 1.350], [-3.839, 1.368, 1.845], [-3.549, 0.627, 5.525], [-1.838, 1.099, 5.646], [-2.946, 2.118, 4.714], [-2.634, -2.503, 3.244], [-1.635, -2.079, 4.628], [-3.388, -1.855, 4.713], [-0.096, 3.284, 4.507], [-0.495, 4.756, 3.602], [-1.763, 3.516, 3.960], [1.687, 3.447, 0.513], [1.269, 4.788, 1.598], [2.217, 3.419, 2.200], [-1.193, 2.862, -0.293], [-2.515, 2.884, 0.892], [-1.589, 4.362, 0.554], [-0.223, -0.361, 5.959], [1.493, -0.075, 6.356], [0.456, 1.263, 5.820], [1.931, -2.380, 2.846], [2.193, -2.372, 4.602], [0.569, -2.613, 3.963], [3.421, 0.493, 2.765], [2.820, 1.791, 3.817], [3.582, 0.361, 4.529]], "multiplicity": 1, "orbital_gap_ev": 4.691, "max_force_ev_per_a": 1.7, "charge": -1}

- Look up the charge of the first one.
  +1

- Which of these has the highest charge?
  C40H49F4N2O2S

- Which of these has the highest charge?
  C40H49F4N2O2S